# 1
DFT (ωB97M-V/def2-TZVPD) results for 8 unconnected molecules or ions with the total composition C30H48N2O22S in a non-equilibrium geometry.

Structure (XYZ):
```
103
Properties=species:S:1:pos:R:3:lowdin_charge:R:1
C 9.55 0.44 -5.89 -0.0159
O 8.38 0.12 -6.77 -0.0247
C 7.57 1.09 -7.36 -0.4781
O 7.02 0.92 -8.46 0.0833
O 7.56 2.28 -6.66 -0.0467
C 6.80 3.25 -7.28 -0.0796
H 9.89 1.47 -6.00 0.0810
H 10.43 -0.01 -6.34 0.0837
H 9.48 0.20 -4.83 0.0903
H 5.78 2.85 -7.21 0.1057
H 7.27 3.38 -8.25 0.1051
H 6.83 4.18 -6.73 0.0958
C -7.92 -5.97 1.50 -0.0183
O -7.57 -5.13 0.35 -0.0190
C -8.28 -4.00 0.08 -0.5201
O -9.33 -3.63 0.67 0.0487
O -7.70 -3.34 -0.93 -0.0093
C -7.98 -1.98 -1.30 -0.0231
H -8.36 -5.44 2.34 0.0900
H -7.03 -6.36 1.99 0.0873
H -8.55 -6.77 1.10 0.0952
H -8.91 -1.76 -0.78 0.0827
H -8.20 -1.82 -2.35 0.0934
H -7.27 -1.23 -0.94 0.0925
C -0.30 6.06 7.33 -0.0613
O 0.67 5.44 8.16 0.0114
C 1.33 4.35 7.72 -0.4988
O 2.18 3.72 8.40 0.0817
O 1.04 4.07 6.40 -0.0713
C 1.78 3.08 5.70 -0.0359
H -1.22 6.36 7.83 0.0898
H -0.81 5.38 6.65 0.0922
H 0.16 6.95 6.89 0.1021
H 1.54 2.07 6.02 0.0960
H 2.80 3.29 6.03 0.0971
H 1.55 3.22 4.65 0.0970
C -5.33 -1.91 7.00 -0.0549
O -4.84 -2.53 5.80 -0.0191
C -4.28 -1.80 4.77 -0.5366
O -4.00 -2.33 3.70 0.1196
O -4.02 -0.54 5.12 -0.0300
C -3.59 0.38 4.16 -0.0515
H -5.84 -0.94 6.94 0.0906
H -4.43 -1.81 7.61 0.0936
H -6.06 -2.54 7.51 0.0905
H -2.67 0.08 3.67 0.0968
H -3.33 1.31 4.67 0.0960
H -4.40 0.46 3.43 0.1053
C -6.91 6.25 1.30 -0.0618
O -6.20 6.03 0.12 -0.0060
C -6.55 6.60 -1.04 -0.5806
O -7.70 6.97 -1.35 0.0985
O -5.53 6.42 -1.84 0.0124
C -5.47 7.15 -3.07 -0.0324
H -7.50 7.17 1.23 0.0964
H -6.15 6.41 2.07 0.0928
H -7.57 5.45 1.62 0.0958
H -4.60 7.00 -3.70 0.0958
H -5.22 8.17 -2.77 0.0914
H -6.43 7.25 -3.57 0.0978
C 10.21 -1.54 5.03 -0.0607
C 9.27 -0.51 5.01 -0.0788
C 9.40 0.38 3.98 -0.0056
C 10.38 0.23 2.94 -0.1152
C 11.30 -0.77 3.03 -0.0414
C 11.22 -1.69 4.04 -0.0500
N 10.57 1.25 1.85 -0.3257
O 9.82 2.20 1.92 0.0822
O 11.55 1.14 1.08 0.0478
H 10.07 -2.27 5.81 0.1000
H 8.43 -0.58 5.68 0.1122
H 8.78 1.26 3.92 0.1103
H 12.13 -0.83 2.34 0.1194
H 12.01 -2.44 4.02 0.1055
C 0.78 2.92 -1.27 -0.0742
C 0.35 1.66 -1.70 -0.0709
C 1.23 0.62 -1.90 -0.0088
C 2.61 0.82 -1.79 -0.1225
C 3.02 2.11 -1.35 0.0039
C 2.12 3.13 -1.06 -0.0787
N 3.67 -0.18 -2.03 -0.2960
O 4.88 0.12 -2.00 0.0535
O 3.33 -1.38 -2.28 0.0417
H 0.06 3.69 -1.01 0.1072
H -0.70 1.50 -1.88 0.1067
H 0.76 -0.30 -2.20 0.1182
H 4.06 2.15 -1.05 0.1118
H 2.44 4.07 -0.64 0.1082
O -2.06 -5.36 -6.36 -0.3071
S -3.22 -6.08 -5.78 0.6891
O -4.56 -5.85 -6.21 -0.2854
O -2.79 -7.68 -5.94 -0.2684
C -3.77 -8.67 -5.72 -0.2872
C -4.62 -8.98 -7.02 -0.0569
C -3.02 -6.05 -3.88 -0.0882
H -4.50 -8.51 -4.93 0.1064
H -3.32 -9.62 -5.43 0.1152
H -3.93 -9.42 -7.75 0.0755
H -5.12 -8.06 -7.32 0.0586
H -5.46 -9.64 -6.77 0.0716
H -3.75 -6.69 -3.38 0.0522
H -3.17 -5.09 -3.39 0.0623
H -2.03 -6.46 -3.70 0.0623
```

Results
E_LUMO	-1.0	eV
SMILES	O=[N+]([O-])c1ccccc1.O=[N+]([O-])c1ccccc1.CCOS(C)(=O)=O.COC(=O)OC.COC(=O)OC.COC(=O)OC.COC(=O)OC.COC(=O)OC
relative energy (zero: lowest compared OMol25 entry of this formula, charge and spin)	0.000	eV
charge	0
F_max	4.53	eV/Å



# 2
DFT (ωB97M-V/def2-TZVPD) results for a gas-phase ion, C7H17N2O (charge +1).

Structure (XYZ):
```
27
Properties=species:S:1:pos:R:3:lowdin_charge:R:1
C 0.31 1.43 0.80 -0.1394
C 0.57 -0.05 1.25 -0.2742
C -0.46 -1.06 -0.70 -0.3484
C 2.02 -0.51 1.02 -0.0192
C -1.69 -1.55 -1.38 0.0493
C -1.67 -1.09 1.35 0.0050
C 0.86 2.06 -1.52 -0.0882
N -0.45 -0.86 0.60 -0.0510
N -0.08 1.45 -0.60 -0.1205
O 0.58 -1.04 -1.47 0.1637
H -0.48 1.84 1.43 0.1288
H 1.21 2.01 0.98 0.1321
H 0.39 -0.12 2.33 0.1414
H 2.61 -0.23 1.90 0.1020
H 2.50 -0.04 0.17 0.0749
H 2.07 -1.59 0.93 0.1018
H -2.09 -2.45 -0.91 0.1066
H -1.46 -1.77 -2.42 0.1089
H -2.47 -0.79 -1.35 0.1092
H -2.52 -0.54 0.93 0.1071
H -1.92 -2.15 1.36 0.1110
H -1.54 -0.77 2.39 0.1067
H 0.92 3.15 -1.41 0.0932
H 1.86 1.65 -1.36 0.0785
H 0.55 1.83 -2.54 0.0913
H -0.99 1.87 -0.73 0.1283
H 1.38 -0.67 -1.08 0.1013
```

Results
E_LUMO	-2.7	eV
SMILES	CNC[C@H](C)/[N+](C)=C(/C)O
relative energy (zero: lowest compared OMol25 entry of this formula, charge and spin)	0.874	eV
charge	+1
F_max	0.83	eV/Å



# 3
DFT (ωB97M-V/def2-TZVPD) results for 2 unconnected molecules or ions with the total composition C2H9N2 in a non-equilibrium geometry.

Structure (XYZ):
```
13
Properties=species:S:1:pos:R:3:lowdin_charge:R:1
N 2.60 1.85 -1.14 0.0158
C -0.31 -0.62 -0.23 0.2723
C -1.17 -1.35 0.77 -0.1343
N -2.45 -0.23 0.96 0.2062
H 0.76 -0.71 0.06 0.1151
H 2.87 0.89 -1.34 0.0093
H 1.68 1.81 -0.82 -0.0569
H -0.49 -1.09 -1.34 0.1970
H 3.26 2.57 -0.72 0.0679
H -1.75 -2.14 0.40 0.1040
H -0.81 -1.53 1.77 0.1180
H -2.10 0.44 1.56 0.0498
H -2.09 0.12 0.07 0.0357
```

Results
E_LUMO	-9.4	eV
relative energy (zero: lowest compared OMol25 entry of this formula, charge and spin)	7.262	eV
charge	+1
F_max	7.29	eV/Å



# 4
DFT (ωB97M-V/def2-TZVPD) results for a molecular structure, C10H16BBrF2N4O2W in a non-equilibrium geometry.

Structure (XYZ):
```
37
Properties=species:S:1:pos:R:3:lowdin_charge:R:1
W 0.40 0.19 -0.35 1.7550
N 0.25 0.61 1.84 -0.0516
C -1.03 1.17 2.34 -0.1740
C -1.54 2.14 1.27 -0.1511
N -1.49 1.50 -0.06 -0.1715
C -2.71 0.73 -0.42 -0.1536
C -2.60 -0.74 -0.02 -0.1848
N -1.33 -1.30 -0.55 -0.0518
H 0.49 -0.25 2.36 0.1420
H 1.00 1.29 2.06 0.1343
H -0.91 1.70 3.28 0.1466
H -1.74 0.36 2.50 0.1169
H -0.88 3.02 1.24 0.1435
H -2.55 2.48 1.52 0.1444
H -1.44 2.27 -0.73 0.1386
H -2.84 0.79 -1.50 0.1407
H -3.59 1.17 0.05 0.1436
H -3.47 -1.28 -0.41 0.1455
H -2.61 -0.86 1.06 0.1146
H -1.45 -1.50 -1.55 0.1294
H -1.16 -2.21 -0.11 0.1386
Br 7.33 -3.02 0.08 0.8158
C 6.39 -1.38 0.01 -0.6315
C 7.10 -0.17 -0.04 -0.1236
N 6.48 0.98 -0.11 0.1011
C 5.18 1.07 -0.14 -0.0507
C 4.38 -0.08 -0.07 -0.1106
C 5.00 -1.33 0.01 -0.0252
C 2.91 0.04 -0.07 -0.5581
O 2.33 1.17 -0.10 -0.0820
O 2.15 -0.98 -0.02 -0.0835
H 8.19 -0.14 -0.02 0.1248
H 4.75 2.06 -0.22 0.1305
H 4.42 -2.23 0.06 0.1222
F 0.29 1.14 -3.57 0.2763
B 0.42 0.62 -2.39 -0.6017
F 1.03 -0.64 -2.40 0.1010
```

Results
E_LUMO (spin up / spin down)	-7.9 / -8.7	eV
spin multiplicity	3
expectation value of S²	2.01
charge	+2
F_max	2.65	eV/Å



# 5
DFT (ωB97M-V/def2-TZVPD) results for C3H3N3O in the gas phase in a non-equilibrium geometry.

Structure (XYZ):
```
10
Properties=species:S:1:pos:R:3:lowdin_charge:R:1
O 2.82 0.18 0.29 0.0978
C 1.81 -0.42 0.17 -0.2185
N 0.43 0.09 -0.06 -0.0390
C -0.44 1.17 -0.46 -0.0975
N -1.67 0.79 -0.32 0.0677
C -1.59 -0.48 0.16 -0.2225
N -0.38 -0.93 0.32 0.0437
H 1.71 -1.52 0.28 0.1348
H -0.26 2.20 -0.82 0.1283
H -2.44 -1.08 0.43 0.1052
```

Results
E_LUMO	0.3	eV
SMILES	O=Cn1cncn1
relative energy (zero: lowest compared OMol25 entry of this formula, charge and spin)	1.306	eV
charge	0
F_max	1.31	eV/Å



# 6
DFT (ωB97M-V/def2-TZVPD) results for 11 unconnected molecules or ions with the total composition C73H153N7O15S2 in a non-equilibrium geometry.

Structure (XYZ):
```
250
Properties=species:S:1:pos:R:3:lowdin_charge:R:1
C 17.97 -20.63 7.53 -0.0463
C 17.59 -22.08 7.67 -0.4097
C 18.06 -22.58 9.08 -0.1419
C 17.52 -23.93 9.63 -0.1463
C 15.97 -23.86 9.51 -0.1312
C 15.34 -23.39 8.13 -0.4487
N 16.06 -22.23 7.52 -0.1593
O 15.45 -21.85 6.39 -0.0021
C 15.36 -24.70 7.19 -0.0260
C 13.92 -23.04 8.49 -0.0702
C 18.25 -23.05 6.61 -0.0101
H 17.69 -20.33 6.52 0.0697
H 19.03 -20.41 7.70 0.0648
H 17.31 -20.09 8.21 0.0772
H 19.14 -22.69 9.00 0.0666
H 18.01 -21.88 9.91 0.1087
H 17.84 -24.11 10.66 0.1070
H 17.90 -24.74 9.00 0.0921
H 15.55 -23.40 10.41 0.1066
H 15.57 -24.86 9.65 0.1045
H 14.63 -25.45 7.48 0.0719
H 15.03 -24.44 6.18 0.0734
H 16.31 -25.21 7.29 0.0671
H 13.87 -22.18 9.16 0.0866
H 13.25 -22.94 7.64 0.0833
H 13.42 -23.76 9.15 0.0842
H 18.80 -23.86 7.08 0.0715
H 18.97 -22.55 5.96 0.0731
H 17.49 -23.51 5.97 0.0686
H 15.13 -20.99 6.68 0.0954
C 11.01 -15.94 10.16 -0.0211
C 9.67 -15.27 9.62 -0.4436
C 9.34 -16.03 8.37 -0.1555
C 7.89 -15.78 7.77 -0.1686
C 7.03 -16.29 8.86 -0.1481
C 7.20 -15.45 10.28 -0.4618
N 8.60 -15.54 10.68 -0.1176
O 8.89 -15.09 12.00 -0.0155
C 6.62 -13.99 10.24 -0.0135
C 6.44 -16.30 11.31 -0.0423
C 9.89 -13.76 9.25 -0.0144
H 11.81 -15.92 9.43 0.0744
H 10.90 -17.02 10.14 0.0705
H 11.29 -15.70 11.19 0.0657
H 10.03 -15.73 7.59 0.1111
H 9.61 -17.08 8.46 0.1128
H 7.59 -16.23 6.82 0.1139
H 7.73 -14.70 7.73 0.0990
H 7.23 -17.34 9.08 0.1113
H 6.01 -16.17 8.50 0.1117
H 5.73 -13.89 9.63 0.0829
H 6.48 -13.70 11.29 0.0752
H 7.37 -13.22 10.03 0.0602
H 6.72 -15.80 12.24 0.0626
H 5.40 -15.99 11.25 0.0920
H 6.83 -17.32 11.31 0.0955
H 9.09 -13.34 8.64 0.0632
H 10.88 -13.64 8.79 0.0598
H 9.77 -13.24 10.20 0.0752
H 8.46 -15.80 12.48 0.0772
C 16.32 -18.02 14.68 -0.0153
C 16.81 -19.62 14.79 -0.4461
C 18.19 -19.77 14.20 -0.1088
C 18.97 -21.06 14.74 -0.1648
C 18.99 -20.93 16.21 -0.1550
C 17.51 -21.04 16.77 -0.4607
N 16.66 -20.01 16.20 -0.1793
O 15.41 -19.88 16.70 0.0149
C 16.86 -22.52 16.58 0.0011
C 17.65 -20.69 18.22 -0.0701
C 15.79 -20.33 13.93 -0.0594
H 16.45 -17.55 13.71 0.0642
H 16.98 -17.44 15.34 0.0658
H 15.30 -17.90 15.05 0.0611
H 18.21 -19.91 13.12 0.1067
H 18.59 -18.79 14.44 0.1108
H 20.03 -20.94 14.54 0.0921
H 18.73 -21.99 14.22 0.1138
H 19.37 -19.98 16.58 0.1227
H 19.74 -21.62 16.59 0.1204
H 17.49 -23.35 16.89 0.0717
H 15.84 -22.54 16.96 0.0712
H 16.73 -22.75 15.52 0.0559
H 17.94 -19.65 18.37 0.0854
H 16.78 -20.78 18.88 0.0821
H 18.49 -21.23 18.65 0.0844
H 14.85 -20.69 14.35 0.0833
H 16.13 -21.11 13.25 0.0719
H 15.45 -19.67 13.13 0.0743
H 15.58 -19.16 17.31 0.1119
C 18.82 -13.51 5.74 -0.0565
C 18.39 -12.10 6.00 -0.4703
C 16.82 -12.09 5.93 -0.1462
C 16.29 -10.76 6.51 -0.1962
C 16.85 -10.60 7.93 -0.1202
C 18.42 -10.50 8.13 -0.4501
N 18.93 -11.61 7.26 -0.1272
O 20.28 -11.80 7.44 -0.0006
C 18.92 -9.09 7.61 -0.0179
C 18.82 -10.64 9.60 -0.0262
C 18.97 -11.27 4.77 -0.0143
H 19.90 -13.64 5.73 0.0768
H 18.35 -13.91 4.85 0.0889
H 18.81 -14.17 6.61 0.0661
H 16.50 -11.96 4.90 0.0977
H 16.32 -12.83 6.55 0.0906
H 15.22 -10.60 6.56 0.0821
H 16.53 -9.97 5.79 0.1071
H 16.63 -11.55 8.41 0.1049
H 16.35 -9.77 8.41 0.1133
H 20.00 -8.96 7.70 0.0760
H 18.68 -9.01 6.55 0.0583
H 18.41 -8.25 8.08 0.0771
H 19.81 -10.19 9.69 0.0815
H 18.11 -10.02 10.15 0.0804
H 18.69 -11.66 9.94 0.0736
H 18.84 -11.82 3.84 0.0738
H 20.05 -11.16 4.90 0.0785
H 18.52 -10.28 4.66 0.0654
H 20.28 -12.76 7.53 0.0509
C 14.94 -10.41 12.60 -0.0235
C 13.62 -11.24 13.06 -0.4130
C 13.10 -11.99 11.80 -0.1215
C 13.84 -13.29 11.42 -0.1977
C 13.92 -14.19 12.59 -0.1765
C 14.48 -13.61 13.82 -0.4844
N 13.83 -12.30 14.14 -0.1253
O 14.35 -11.63 15.20 -0.0242
C 14.04 -14.57 14.96 -0.0221
C 16.02 -13.45 13.87 -0.0073
C 12.57 -10.18 13.54 -0.0443
H 15.52 -10.85 11.79 0.0538
H 15.54 -10.19 13.49 0.0756
H 14.59 -9.57 12.00 0.0714
H 12.07 -12.30 11.95 0.1178
H 13.31 -11.27 11.01 0.1118
H 14.84 -13.08 11.05 0.0821
H 13.48 -13.71 10.48 0.1035
H 14.51 -15.06 12.29 0.1296
H 12.89 -14.50 12.75 0.1187
H 14.59 -15.51 14.99 0.0667
H 14.42 -14.06 15.85 0.0705
H 12.99 -14.81 15.14 0.0890
H 16.41 -12.62 13.29 0.0701
H 16.29 -13.27 14.91 0.0820
H 16.50 -14.34 13.48 0.0718
H 12.97 -9.45 14.23 0.0703
H 11.75 -10.57 14.14 0.0774
H 12.17 -9.54 12.75 0.0795
H 13.66 -11.76 15.86 0.1126
C 21.83 -22.83 10.13 -0.0262
C 21.90 -21.36 9.81 -0.4903
C 20.70 -20.77 10.70 -0.0898
C 21.06 -19.33 11.11 -0.1823
C 22.22 -19.28 12.05 -0.1289
C 23.41 -20.10 11.48 -0.4581
N 23.15 -20.71 10.10 -0.1222
O 24.25 -21.24 9.37 -0.0050
C 24.51 -19.13 11.21 -0.0501
C 23.87 -21.25 12.43 -0.0280
C 21.51 -21.03 8.34 -0.0231
H 22.10 -22.99 11.17 0.0763
H 22.62 -23.29 9.53 0.0874
H 20.85 -23.25 9.94 0.0718
H 19.83 -20.58 10.07 0.0868
H 20.36 -21.37 11.54 0.1168
H 20.25 -18.80 11.61 0.1018
H 21.32 -18.73 10.23 0.0972
H 21.97 -19.85 12.94 0.1068
H 22.54 -18.28 12.34 0.1095
H 24.06 -18.49 10.46 0.0773
H 24.85 -18.55 12.07 0.0964
H 25.38 -19.55 10.71 0.0829
H 24.53 -21.92 11.88 0.0795
H 24.55 -20.90 13.21 0.0781
H 23.13 -21.88 12.92 0.0708
H 20.78 -21.72 7.94 0.0654
H 22.40 -21.09 7.71 0.0740
H 21.16 -20.04 8.07 0.0663
H 24.32 -20.61 8.65 0.0918
C 23.30 -11.92 11.29 -0.0067
C 22.75 -12.28 12.72 -0.5527
C 21.54 -11.38 12.90 -0.1301
C 20.55 -11.74 14.05 -0.1124
C 20.14 -13.22 13.89 -0.1712
C 21.19 -14.20 13.52 -0.4387
N 22.23 -13.60 12.65 -0.1380
O 23.18 -14.51 12.28 -0.0021
C 21.84 -14.72 14.82 -0.0074
C 20.45 -15.40 12.69 0.0170
C 23.78 -12.08 13.83 -0.0259
H 23.55 -10.87 11.42 0.0818
H 22.52 -12.10 10.55 0.0680
H 24.22 -12.45 11.06 0.0798
H 21.98 -10.39 13.00 0.1193
H 21.14 -11.53 11.90 0.1029
H 19.71 -11.05 14.05 0.1107
H 21.16 -11.79 14.95 0.1025
H 19.28 -13.25 13.22 0.0954
H 19.70 -13.59 14.81 0.1112
H 21.12 -14.86 15.63 0.0811
H 22.27 -15.69 14.57 0.0762
H 22.60 -13.98 15.07 0.0648
H 21.04 -16.29 12.46 0.0572
H 19.54 -15.69 13.23 0.0767
H 20.03 -15.15 11.71 0.0543
H 24.56 -12.79 13.55 0.0830
H 23.44 -12.23 14.86 0.0653
H 24.32 -11.13 13.87 0.0811
H 22.89 -14.94 11.47 0.0799
C 12.57 -13.68 4.01 -0.2283
S 13.82 -12.77 5.09 0.8506
O 13.77 -11.28 4.57 -0.5622
C 13.06 -12.98 6.75 -0.2437
H 11.58 -13.33 4.31 0.0407
H 12.64 -14.77 4.03 0.0399
H 12.65 -13.40 2.96 0.0457
H 13.23 -12.01 7.21 0.0449
H 13.53 -13.69 7.44 0.0350
H 11.98 -13.10 6.72 0.0352
C 16.54 -17.94 6.85 -0.2173
S 15.37 -16.70 6.05 0.8606
O 15.48 -15.51 6.99 -0.5857
C 16.40 -16.42 4.56 -0.2518
H 16.47 -17.55 7.87 0.0318
H 17.56 -17.99 6.49 0.0604
H 15.99 -18.88 6.78 0.0208
H 17.37 -16.04 4.89 0.0349
H 15.93 -15.72 3.87 0.0459
H 16.52 -17.39 4.07 0.0533
C 22.43 -16.83 8.21 -0.0663
C 21.23 -16.52 7.30 -0.1337
O 21.26 -15.18 7.48 0.0228
C 21.45 -14.87 8.78 -0.5133
O 21.12 -13.86 9.40 0.1219
O 22.10 -15.92 9.28 0.0644
H 23.34 -16.56 7.69 0.1406
H 22.52 -17.87 8.54 0.1066
H 20.23 -16.81 7.59 0.1290
H 21.46 -16.64 6.24 0.1463
C 18.16 -14.96 9.24 -0.1862
C 17.46 -14.63 10.50 -0.0651
O 17.29 -15.97 11.05 0.0556
C 17.70 -16.89 10.21 -0.4865
O 17.61 -18.16 10.36 0.0623
O 18.47 -16.30 9.23 0.0465
H 18.96 -14.23 9.20 0.1084
H 17.49 -14.76 8.40 0.1125
H 16.43 -14.30 10.35 0.1198
H 17.91 -14.09 11.33 0.1173
```

Results
E_LUMO	0.0	eV
charge	0
F_max	5.56	eV/Å



Q: Look up the F_max of the first one.
A: 4.53 eV/Å



Q: The lowest F_max belongs to which entry?
A: C7H17N2O



Q: The highest F_max belongs to which entry?
A: C2H9N2